Density functional theory data (wB97M-V/def2-TZVPD) for a 16-piece molecular cluster, C88H208B5F20N11O5 overall at a distorted geometry.

XYZ file:
```
337
Properties=species:S:1:pos:R:3:lowdin_charge:R:1
C -6.291 8.858 -3.231 -0.0755
C -6.483 8.699 -1.748 -0.2235
C -6.599 7.270 -1.322 -0.1262
N -6.651 7.114 0.178 -0.2274
C -7.935 7.663 0.796 0.0472
C -5.425 7.673 0.933 -0.0951
C -5.304 6.820 2.180 -0.1557
C -6.170 5.588 2.040 -0.1609
C -6.577 5.600 0.587 -0.0677
H -5.410 8.377 -3.547 0.0260
H -6.202 9.893 -3.503 0.0895
H -7.113 8.508 -3.794 0.0794
H -7.378 9.289 -1.502 0.1229
H -5.690 9.117 -1.096 0.1238
H -5.692 6.762 -1.518 0.0993
H -7.557 6.836 -1.716 0.1650
H -8.816 7.269 0.291 0.1184
H -7.891 8.717 0.534 0.0968
H -7.914 7.655 1.853 0.0975
H -5.450 8.780 1.182 0.1597
H -4.568 7.680 0.296 0.0943
H -5.578 7.445 3.026 0.1151
H -4.230 6.493 2.368 0.1406
H -6.933 5.512 2.787 0.1077
H -5.525 4.704 2.221 0.1274
H -7.507 5.109 0.329 0.1357
H -5.759 5.263 -0.030 0.1123
C -8.174 -11.095 -4.244 -0.0619
C -7.957 -9.948 -5.288 -0.2165
C -7.544 -8.731 -4.465 -0.0904
N -6.948 -7.558 -5.338 -0.2816
C -8.004 -7.002 -6.193 0.0033
C -5.804 -8.020 -6.206 -0.1051
C -4.656 -8.193 -5.244 -0.1162
C -4.889 -7.230 -4.029 -0.0877
C -6.249 -6.575 -4.368 -0.0712
H -8.671 -11.947 -4.676 0.0776
H -8.782 -10.754 -3.383 0.0903
H -7.149 -11.385 -3.958 0.0879
H -8.807 -9.754 -6.000 0.1324
H -7.134 -10.236 -5.915 0.0875
H -6.732 -8.972 -3.836 0.1049
H -8.445 -8.305 -3.978 0.1525
H -7.622 -6.167 -6.824 0.1235
H -8.712 -6.503 -5.494 0.1241
H -8.433 -7.811 -6.778 0.1052
H -5.590 -7.252 -7.009 0.1656
H -6.192 -8.927 -6.585 0.0968
H -3.744 -7.982 -5.738 0.1116
H -4.681 -9.219 -5.077 0.0976
H -4.072 -6.549 -3.930 0.1084
H -5.041 -7.741 -3.101 0.1016
H -6.163 -5.651 -4.890 0.1191
H -6.949 -6.342 -3.550 0.1394
C 3.538 -3.805 -7.190 -0.0702
C 2.999 -2.372 -7.461 -0.2343
C 2.204 -1.997 -6.273 -0.1206
N 1.152 -0.933 -6.625 -0.2519
C -0.003 -1.527 -7.323 0.0462
C 1.779 0.152 -7.337 -0.1241
C 2.436 1.053 -6.322 -0.1090
C 1.851 0.678 -4.950 -0.0979
C 0.744 -0.380 -5.291 -0.0665
H 4.033 -3.813 -6.171 0.0890
H 4.243 -4.179 -7.937 0.0764
H 2.715 -4.556 -7.105 0.0915
H 2.427 -2.454 -8.368 0.1099
H 3.797 -1.662 -7.626 0.0980
H 2.835 -1.704 -5.452 0.1072
H 1.632 -2.845 -5.913 0.1371
H -0.591 -1.997 -6.581 0.0776
H 0.315 -2.325 -7.993 0.1114
H -0.547 -0.764 -7.918 0.1290
H 1.004 0.624 -7.968 0.1486
H 2.495 -0.287 -8.015 0.1129
H 2.344 2.076 -6.593 0.1078
H 3.490 0.904 -6.209 0.0998
H 1.394 1.512 -4.479 0.0794
H 2.633 0.333 -4.284 0.0915
H -0.199 0.110 -5.340 0.1311
H 0.687 -1.193 -4.604 0.0853
C 1.236 -5.025 -3.134 -0.1117
C 1.923 -6.139 -2.431 -0.2057
C 2.888 -5.530 -1.382 -0.1238
N 3.636 -6.430 -0.454 -0.2747
C 4.655 -7.287 -1.168 0.0496
C 2.630 -7.158 0.395 -0.0863
C 3.335 -7.415 1.774 -0.1075
C 4.656 -6.581 1.733 -0.1353
C 4.381 -5.622 0.618 -0.1183
H 1.847 -4.269 -3.559 0.0551
H 0.631 -4.498 -2.368 0.0946
H 0.522 -5.354 -3.899 0.0925
H 2.535 -6.655 -3.164 0.1058
H 1.195 -6.809 -1.956 0.1192
H 2.410 -4.805 -0.700 0.1303
H 3.740 -5.071 -1.885 0.1279
H 5.425 -6.593 -1.571 0.1223
H 4.084 -7.725 -1.959 0.0881
H 5.104 -8.066 -0.525 0.1214
H 2.272 -8.132 -0.085 0.1639
H 1.867 -6.418 0.556 0.0978
H 3.545 -8.457 1.909 0.0995
H 2.693 -7.144 2.623 0.1135
H 5.552 -7.203 1.609 0.1195
H 4.705 -6.041 2.665 0.1129
H 5.241 -5.074 0.140 0.1539
H 3.780 -4.781 0.943 0.1179
C 5.716 -0.587 2.887 -0.0855
C 5.859 -0.236 4.334 -0.2181
C 6.078 1.297 4.455 -0.0644
N 5.977 1.866 5.928 -0.2774
C 7.122 1.362 6.740 0.0350
C 4.712 1.465 6.569 -0.1019
C 4.674 2.438 7.748 -0.1578
C 5.337 3.718 7.317 -0.1178
C 6.056 3.360 5.936 -0.0587
H 6.636 -0.465 2.336 0.0812
H 5.054 0.154 2.432 0.0667
H 5.285 -1.553 2.711 0.0749
H 6.698 -0.697 4.786 0.0941
H 4.939 -0.546 4.852 0.1149
H 5.346 1.880 3.842 0.1045
H 7.058 1.615 4.027 0.1504
H 7.202 1.895 7.678 0.1172
H 8.007 1.621 6.185 0.1106
H 6.983 0.315 6.806 0.0971
H 4.843 0.449 6.934 0.1336
H 3.930 1.616 5.837 0.1093
H 5.147 2.033 8.644 0.1182
H 3.671 2.756 8.041 0.1255
H 5.948 4.234 8.103 0.1405
H 4.535 4.391 7.032 0.0898
H 7.122 3.589 5.803 0.1416
H 5.455 3.746 5.135 0.0942
C 11.668 -3.892 -5.230 -0.0975
C 10.991 -2.585 -4.853 -0.2339
C 9.506 -2.717 -5.097 -0.1421
N 8.641 -1.459 -4.892 -0.2496
C 8.685 -1.009 -3.468 0.0205
C 7.233 -1.861 -5.203 -0.1331
C 6.612 -0.885 -6.186 -0.1162
C 7.601 0.346 -6.112 -0.1147
C 8.932 -0.346 -5.946 -0.0578
H 11.837 -4.089 -6.291 0.0871
H 11.128 -4.765 -4.870 0.0736
H 12.682 -3.969 -4.730 0.1094
H 11.432 -1.866 -5.507 0.1086
H 11.120 -2.377 -3.778 0.1204
H 9.055 -3.467 -4.402 0.1507
H 9.340 -3.019 -6.143 0.1432
H 9.681 -0.644 -3.195 0.1080
H 8.322 -1.858 -2.782 0.1485
H 7.942 -0.225 -3.357 0.0935
H 6.628 -1.774 -4.299 0.1021
H 7.225 -2.879 -5.558 0.1277
H 5.567 -0.659 -5.997 0.0959
H 6.682 -1.327 -7.181 0.1166
H 7.329 0.929 -5.287 0.0933
H 7.555 0.904 -7.045 0.1287
H 9.771 0.309 -5.673 0.1484
H 9.201 -0.959 -6.790 0.1310
C -4.493 8.311 -8.089 -0.0425
C -4.366 7.566 -6.745 -0.1590
N -2.960 7.474 -6.253 -0.2694
C -2.145 6.638 -7.177 0.0326
C -2.448 8.888 -6.008 -0.1581
C -3.216 9.830 -5.114 -0.0316
C -2.989 6.780 -4.893 -0.0609
C -1.617 6.370 -4.383 -0.2354
O -1.410 5.050 -4.682 -0.1707
C -0.285 4.553 -4.084 -0.1152
H -5.558 8.379 -8.198 0.0847
H -4.120 7.885 -9.007 0.0792
H -4.124 9.372 -8.148 0.1050
H -4.831 6.619 -6.865 0.1266
H -4.971 8.059 -5.985 0.1189
H -2.547 5.635 -7.231 0.1201
H -1.062 6.674 -6.879 0.1312
H -2.210 7.026 -8.184 0.1003
H -2.302 9.336 -6.987 0.1310
H -1.469 8.739 -5.579 0.1163
H -2.542 10.704 -4.911 0.1289
H -3.441 9.359 -4.136 0.0817
H -4.051 10.094 -5.633 0.0458
H -3.562 5.864 -5.099 0.1535
H -3.512 7.446 -4.231 0.0906
H -1.600 6.570 -3.264 0.1467
H -0.773 6.972 -4.819 0.1298
H -0.337 4.659 -3.001 0.0738
H 0.585 5.177 -4.369 0.1012
H -0.091 3.496 -4.381 0.0949
C -0.812 0.741 2.074 -0.0492
C 0.069 1.495 1.118 -0.2132
N 0.556 0.674 0.041 -0.2621
C 1.237 -0.544 0.648 0.0590
C -0.525 0.272 -0.920 -0.1687
C -1.430 1.394 -1.430 -0.0155
C 1.542 1.440 -0.803 -0.0736
C 2.786 2.040 -0.076 -0.1697
O 3.408 3.053 -0.892 -0.1632
C 4.417 2.378 -1.683 -0.0750
H -1.638 1.343 2.512 0.1037
H -0.273 0.219 2.888 0.0848
H -1.267 -0.119 1.608 0.0670
H 0.831 1.974 1.711 0.0855
H -0.514 2.335 0.778 0.1250
H 1.791 -1.173 -0.028 0.1031
H 0.408 -1.066 1.145 0.0762
H 1.935 -0.184 1.456 0.1303
H -1.077 -0.566 -0.500 0.1200
H 0.022 -0.276 -1.726 0.1355
H -0.773 2.087 -1.999 0.0694
H -1.842 1.913 -0.565 0.0749
H -2.202 0.966 -2.040 0.0877
H 1.081 2.238 -1.444 0.1364
H 1.821 0.622 -1.559 0.1375
H 3.477 1.249 0.162 0.1130
H 2.387 2.457 0.873 0.0984
H 4.698 3.031 -2.505 0.0921
H 4.177 1.386 -2.076 0.0653
H 5.302 2.208 -1.149 0.0725
C -7.542 -4.380 8.957 -0.0443
C -6.823 -3.778 7.773 -0.2206
N -7.336 -2.556 7.100 -0.2731
C -7.526 -1.518 8.141 0.0254
C -6.249 -2.097 6.138 -0.1467
C -5.691 -3.169 5.233 -0.0446
C -8.608 -2.918 6.388 -0.0694
C -9.648 -1.832 6.078 -0.1844
O -8.953 -0.907 5.257 -0.2178
C -9.866 -0.104 4.529 -0.0695
H -7.009 -5.280 9.169 0.0856
H -8.653 -4.428 8.765 0.1056
H -7.497 -3.711 9.819 0.0860
H -6.820 -4.599 7.044 0.1363
H -5.783 -3.552 8.078 0.1455
H -8.399 -1.807 8.697 0.1111
H -7.732 -0.560 7.648 0.1183
H -6.615 -1.357 8.747 0.1330
H -5.403 -1.659 6.682 0.1406
H -6.688 -1.253 5.644 0.1150
H -5.054 -3.837 5.750 0.0574
H -5.030 -2.728 4.568 0.0674
H -6.447 -3.625 4.591 0.0974
H -9.121 -3.714 6.999 0.1473
H -8.310 -3.374 5.448 0.1300
H -10.228 -1.346 6.838 0.1319
H -10.357 -2.442 5.474 0.1458
H -9.307 0.493 3.817 0.0954
H -10.368 0.517 5.289 0.1029
H -10.658 -0.712 4.106 0.0917
C 1.950 -6.258 7.320 -0.0520
C 1.498 -4.918 6.758 -0.1454
N -0.034 -4.562 6.829 -0.2278
C -0.407 -4.220 8.201 0.0070
C -0.333 -3.311 5.946 -0.1541
C 0.596 -2.120 6.053 -0.0542
C -0.706 -5.798 6.292 -0.1049
C -2.214 -5.735 6.024 -0.2207
O -2.977 -5.548 7.146 -0.2323
C -3.281 -6.701 7.890 -0.0805
H 1.503 -7.050 6.746 0.0681
H 1.750 -6.415 8.386 0.0921
H 3.052 -6.198 7.157 0.1124
H 1.697 -4.855 5.676 0.1196
H 2.054 -4.082 7.231 0.1353
H 0.026 -3.217 8.375 0.1073
H -0.012 -4.791 9.012 0.1083
H -1.493 -4.128 8.253 0.1049
H -1.368 -3.097 6.277 0.1255
H -0.353 -3.560 4.836 0.1273
H 0.514 -1.697 7.076 0.0867
H 0.324 -1.430 5.221 0.1029
H 1.604 -2.398 5.836 0.0601
H -0.466 -6.599 6.960 0.1059
H -0.301 -6.182 5.302 0.1566
H -2.489 -6.634 5.504 0.1295
H -2.382 -4.801 5.414 0.1360
H -3.883 -6.473 8.733 0.0708
H -2.307 -7.271 8.229 0.1278
H -3.825 -7.425 7.174 0.1204
C 5.315 5.716 2.584 -0.0482
C 4.512 6.995 2.367 -0.1256
N 2.974 6.731 2.316 -0.2250
C 2.368 8.165 2.266 0.0495
C 2.628 6.003 1.094 -0.1943
C 1.168 5.886 0.759 -0.0425
C 2.525 5.971 3.575 -0.0921
C 2.534 6.607 4.947 -0.2201
O 3.815 6.919 5.405 -0.2122
C 3.780 7.458 6.697 -0.1064
H 5.033 4.970 1.825 0.0802
H 5.270 5.397 3.628 0.0637
H 6.366 5.928 2.489 0.0880
H 4.735 7.542 1.463 0.1245
H 4.745 7.631 3.245 0.1333
H 2.761 8.622 1.370 0.1045
H 2.688 8.708 3.177 0.1145
H 1.281 8.131 2.178 0.1039
H 3.062 5.038 1.190 0.1028
H 3.110 6.605 0.343 0.1344
H 0.649 6.822 0.437 0.0980
H 0.644 5.383 1.555 0.0757
H 1.149 5.243 -0.134 0.0892
H 3.058 5.041 3.658 0.0865
H 1.526 5.663 3.379 0.1138
H 2.079 5.767 5.638 0.1712
H 1.828 7.516 4.931 0.1493
H 3.049 6.906 7.371 0.1040
H 3.387 8.475 6.675 0.0903
H 4.832 7.364 7.145 0.1232
B -2.682 5.779 -0.462 -1.1423
F -3.456 6.432 -1.537 0.0269
F -3.471 4.826 0.289 0.0592
F -1.603 5.023 -0.994 0.0769
F -2.205 6.775 0.390 0.1129
B 1.129 -3.995 2.658 -1.0778
F 0.319 -2.846 2.425 0.0813
F 0.458 -5.010 3.458 0.0442
F 1.519 -4.594 1.400 0.0631
F 2.291 -3.506 3.386 0.0445
B -1.281 -2.712 -3.671 -1.0946
F 0.203 -2.669 -3.653 -0.0096
F -1.704 -2.137 -2.443 0.0905
F -1.689 -1.982 -4.814 0.0879
F -1.726 -4.081 -3.742 0.0607
B 2.842 2.538 3.572 -1.1194
F 4.031 3.006 2.823 0.0239
F 2.798 1.116 3.483 0.1067
F 3.010 3.006 4.915 0.0886
F 1.657 3.115 3.019 0.0867
B 4.297 -1.522 -2.651 -1.1790
F 5.009 -2.650 -2.263 0.1141
F 3.711 -0.948 -1.444 0.0500
F 5.297 -0.581 -3.084 0.0565
F 3.360 -1.779 -3.673 0.1030
```

The calculation puts the total energy at -6576.82896 hartree. The value obtained for the orbital gap is 9.98 eV. As for the total charge: +6. For the LUMO energy, the calculation gives -7.81 eV. The HOMO energy is -0.654 Eh. As for the spin multiplicity: 1.